Entry 1:
Computed, not measured: 24 unconnected molecules or ions with the total composition C15H68BNO30 at a distorted geometry, with ωB97M-V/def2-TZVPD.

The geometry in XYZ format:
```
115
C15H68BNO30 (ωB97M-V/def2-TZVPD)
O -5.25607 -0.16215 -5.57304
H -5.37107 -1.88515 0.70396
O 7.07893 0.76885 0.36496
H -0.87207 -1.27515 0.48096
H 1.39893 2.50185 -4.10004
O 1.74093 0.86685 -4.86704
O -3.10507 -2.84815 4.07596
H -4.12807 4.20385 4.08396
H 5.32293 -0.91115 0.76696
H -4.63507 -1.61315 -0.35004
C -0.06507 -0.89815 0.76896
C 1.54393 -2.69415 -0.09804
O -3.53607 3.59585 4.46196
H 0.55593 -2.77715 4.30896
C 0.45893 1.36585 1.93796
H -2.03607 1.86385 3.44496
O 4.53693 0.08785 3.36496
H 0.90493 -5.92115 -1.16804
H 0.78293 3.71485 -1.93504
H -2.41307 -2.87815 -1.88004
H 3.65193 -1.38715 3.24396
H -1.22607 -0.85615 -1.47504
O -3.91407 4.01185 0.24796
H -5.94707 1.21485 -4.35104
O 3.95793 -0.62715 -2.24304
H -1.00007 2.11585 -0.52804
C 4.82293 -2.03115 -3.70204
O 0.71093 4.25585 -1.09804
C -2.67207 0.41285 -3.53904
O -3.24007 -2.55415 -1.49704
H 0.26493 2.25185 3.88596
H 4.08393 0.99385 3.10396
H 2.40193 4.70185 2.37096
C 6.64693 0.51485 -0.76404
H -4.04807 -2.88415 4.48396
C 0.02193 1.34285 3.32496
H -2.89607 1.02285 -4.40304
H -3.35107 4.19785 -4.59004
H -3.15507 -2.76115 3.15296
H -0.13407 -1.27815 1.82296
H -2.28807 1.55985 1.28596
H 4.87393 0.36785 4.22896
O 5.94193 -1.48915 -3.26104
H -1.65107 0.08285 3.63196
O 1.45893 3.26685 -3.35304
H 0.10893 -4.06115 2.24296
H 1.81293 -3.11015 3.13796
H 2.63393 0.77785 -5.12204
H 4.07393 2.28385 1.53796
H -1.70107 -2.04015 4.74896
H 0.17493 -5.27315 1.15596
H -4.41907 3.20885 0.57396
H -3.14107 -3.52515 0.65296
O 7.12093 2.45085 -1.99504
O -5.17307 1.60385 1.10396
B 5.42693 -0.44115 -2.32504
O -4.99507 -1.06415 0.32496
O -2.64707 -3.05915 1.41496
H 0.51693 1.25785 -0.99504
C -1.71907 0.70685 1.71696
H -0.60307 0.93685 -3.00304
C -0.48407 1.07085 -0.41204
C -1.57507 0.95685 -2.66004
H -2.51907 0.11485 -0.87804
O 3.38493 -2.17815 2.95896
H 1.48993 1.04185 1.91696
H -2.80307 4.18185 4.62896
H -1.93807 -3.85815 1.53196
O 1.79793 4.33285 2.97896
H 1.49693 -0.80315 -0.85004
H -4.00407 -2.62815 -2.21304
N -0.44807 0.52485 0.94596
H 1.60193 -6.37015 -0.09504
O 5.05193 -1.59415 1.41496
H 2.61793 -2.86815 -0.00604
O 1.02293 -5.83815 -0.26904
H -4.52807 4.59485 0.68896
O 6.04693 -0.57915 -0.99304
O 4.85493 -2.93215 -4.56804
H 4.12893 -2.47215 2.43296
H 2.39393 3.31985 -3.18304
H -0.17007 4.59385 -1.09704
H 2.01893 -0.68315 0.70596
H 0.47693 2.39985 1.42196
H 1.14193 -3.47715 0.53696
H 4.36393 -1.22615 1.94496
H 0.50793 0.38285 3.64196
O 5.90893 0.89685 -2.75804
C 3.73093 -1.67315 -2.91504
H -1.29207 1.97585 -2.65504
H 4.31393 3.23685 2.84196
H -2.24207 -0.63615 -4.08304
O 1.12493 -3.47615 3.64396
O -0.74407 -1.76515 4.82096
H -1.14107 -1.08515 5.37696
C -1.45707 0.24985 -1.33404
O -5.77907 2.12785 -4.06304
O 2.55793 -2.02615 -3.15704
C 1.25293 -1.19015 0.13496
O -0.49707 -4.76115 1.63996
H -3.45007 0.35585 -2.89904
H -4.51207 3.33385 -4.97704
C -1.40207 0.94585 3.16696
H -5.85607 1.79285 -3.21104
O -3.74007 3.66785 -5.26304
H 1.51093 -0.04015 -4.88904
H 2.38493 3.58985 3.23896
H 1.27393 -2.85815 -1.04504
C 6.58393 1.33885 -1.84704
H -2.29507 -0.28515 1.71396
H -5.09607 0.78385 0.73196
O 3.92593 2.51085 2.47396
H -4.92407 -0.94715 -5.14404
H -5.18007 1.42485 2.05096
H -4.58407 0.29985 -6.06504
```

The gap between HOMO and LUMO is 8.9 eV. The calculation puts the energy relative to the best compared isomer or geometry (same formula, charge and spin) at 135.36 kJ/mol. As for the HOMO energy: -9.81 eV.

Results of the Löwdin charge analysis, in e, for atoms 1 through 8: O -0.033; H 0.079; O 0.153; H 0.020; H 0.102; O -0.001; O -0.062; H 0.008

=====

Entry 2:
Computed, not measured: a molecular structure, C40H68O18Y at a distorted geometry, with ωB97M-V/def2-TZVPD.

The geometry in XYZ format:
```
127
C40H68O18Y (ωB97M-V/def2-TZVPD)
C -14.57348 4.27294 2.08985
O -7.10803 0.45206 7.36287
H -18.53548 7.68262 6.16256
C -15.33038 2.26629 3.25879
H -7.16167 10.73068 12.14380
H -15.09127 17.05187 1.24503
H -14.63011 5.33994 2.30527
O -8.32470 14.76370 5.46163
H -7.28057 14.83976 3.60644
C -14.49022 3.56342 3.41845
H -18.44104 7.81692 12.72145
H -18.92378 11.80892 11.76077
H -17.00042 15.78936 3.04017
H -18.41623 8.49474 3.98813
H -4.13674 8.94036 2.58095
H -13.45640 3.26745 3.59656
C -8.10658 1.25131 6.97094
O -17.24061 10.60159 11.65061
H -20.12751 9.48506 12.68810
C -9.17852 11.22917 12.87881
H -14.95271 4.15115 4.21139
H -6.09637 3.40148 8.19034
C -4.75472 9.03202 5.71262
H -16.26436 14.21633 3.58220
H -7.66067 17.57151 3.79151
H -5.08678 0.88696 7.55707
C -11.53782 10.99449 -1.58317
H -8.52820 10.06260 11.24834
H -3.06999 10.27377 6.16038
H -14.17622 14.47649 2.66363
O -13.36248 10.48571 6.84554
O -16.26060 2.66014 2.23572
H -13.91047 8.77214 -1.56325
C -13.59435 9.79964 -1.38325
C -11.61548 9.11592 5.79167
C -16.59401 14.52728 1.38095
C -19.11268 9.85640 12.83068
C -6.05466 1.22287 7.92921
H -6.06833 1.06122 0.39876
H -19.26273 10.23500 5.39566
C -19.41347 7.43970 5.56405
C -5.14947 8.41194 4.40725
C -18.67137 10.75121 11.68568
H -19.19147 10.42392 13.75794
C -15.88350 3.74329 1.55278
H -9.06383 10.34805 13.51014
O -10.47718 11.62384 12.51935
O -12.43571 11.38777 -2.54093
C -14.73592 16.02633 1.34546
H -5.46678 10.04111 3.06036
H -6.22466 8.23444 4.38339
H -2.61335 8.81584 5.26951
H -13.74999 8.87861 5.68467
C -8.23981 16.75459 4.22201
H -16.00432 9.00782 12.18770
C -7.72177 2.71702 7.05859
O -21.28284 7.35310 7.16026
H -8.16522 3.14802 7.95618
C -20.01996 9.62737 4.90021
C -6.00994 2.58348 -1.25708
C -19.43478 8.34437 4.34598
C -14.76743 15.39170 2.69464
C -18.03146 8.80930 12.90987
H -14.24360 10.29521 -0.66145
H -8.47465 17.62575 6.24994
C -12.12579 9.75297 -0.88349
O -17.45245 13.79503 0.93220
C -3.34001 9.62630 5.32614
H -6.05600 1.16057 9.01743
H -14.35293 16.00157 3.49733
C -16.29222 14.99155 2.81647
O -6.67756 3.62074 -0.61934
C -4.61629 9.45720 3.41222
C -7.46514 15.43511 4.50065
C -8.18164 10.92767 11.81372
H -9.01144 16.48994 3.49908
H -5.69277 2.81194 6.53079
H -11.62942 8.86162 -1.26715
H -6.54803 0.42052 -1.14958
O -3.59811 10.14034 4.06432
O -9.19001 0.78000 6.54190
C -13.59547 10.61401 -2.66921
H -17.60559 8.77257 13.91257
H -4.93991 2.77871 -1.18626
C -6.26182 2.62662 7.44180
H -8.41233 1.20322 0.56643
H -13.15395 10.22515 4.80601
H -7.90612 3.25189 6.12691
H -6.31272 2.60024 -2.30405
H -5.44690 9.81249 6.02865
O -16.57732 4.28406 0.68378
C -7.80071 3.22076 0.03618
H -20.02547 7.94740 3.52039
H -8.68612 1.70822 -1.07264
H -17.12003 8.63459 10.89544
H -8.63033 11.97486 13.45460
Y -13.85076 13.59761 10.25771
C -6.54073 1.32846 -0.54650
C -20.66478 7.91115 6.23499
O -20.98351 9.16608 5.79058
H -15.92875 1.94108 4.10985
H -11.41397 8.58955 4.85870
H -14.49234 11.22839 -2.74817
C -13.04220 9.70439 5.75702
H -8.17289 11.66007 11.00649
O -10.52235 11.66511 -1.29526
O -15.68305 15.21502 0.57099
C -7.97091 1.77119 -0.25250
H -11.47521 8.42233 6.62074
H -13.78640 15.86930 0.83374
H -10.91240 9.93349 5.95093
H -6.48118 15.68961 4.89456
H -19.43662 6.36333 5.39375
H -14.72479 1.44575 2.87400
H -4.65735 7.45529 4.23190
H -4.73444 8.39482 6.59674
H -13.55244 9.95373 -3.53541
O -9.95371 15.26570 6.96028
C -17.01644 9.19106 11.82696
C -9.16245 15.61059 6.09175
O -8.56631 3.99944 0.55890
H -20.42378 10.16032 4.03941
H -12.24445 9.78695 0.19950
H -13.80338 4.05418 1.35013
H -19.11997 10.46272 10.73509
H -9.98784 17.39711 5.39225
C -8.98460 16.99195 5.52444
```

The total charge is +1. The gap between HOMO and LUMO is 2.0 eV. As for the HOMO energy: -10.28 eV.

Results of the Löwdin charge analysis, in e, for atoms 1 through 8: C -0.087; O 0.047; H 0.129; C -0.121; H 0.088; H 0.129; H 0.122; O 0.027

=====

Entry 3:
Computed, not measured: a molecular structure, C28H19BrClMgN6O4S, with ωB97M-V/def2-TZVPD.

The geometry in XYZ format:
```
61
C28H19BrClMgN6O4S (ωB97M-V/def2-TZVPD)
C 0.76571 1.88817 -3.94833
C -1.30167 -3.97584 -0.33206
C 0.52708 -1.28180 2.21082
C -0.21235 -0.41863 1.42400
H -4.41537 -3.38830 1.76564
C -2.30887 2.63185 2.20250
C -0.72367 0.78542 3.55712
H 2.65395 1.21048 0.17811
H 0.02731 4.37863 -0.94638
Br -2.07352 1.49977 -0.33324
C 2.12172 2.10774 0.45432
C -3.14643 -4.89020 0.87511
Mg -0.03214 -1.08251 -0.66020
H 3.78636 -3.19206 -3.33898
N 3.76813 -2.43186 -2.68000
H -1.65705 -6.08276 -0.12347
C 1.30403 2.76292 -3.01611
C -2.76649 -2.54646 0.68581
C -2.11479 2.76465 3.59203
N 0.68215 0.96083 -1.89943
H -2.58657 3.58247 4.12256
N 1.76348 -3.27174 -2.05926
N 0.68406 -3.10601 -1.24220
C -0.07297 -4.12026 -1.10947
H 1.41695 4.10434 3.09401
N -1.69061 -2.72841 -0.06328
O 1.09625 3.12188 -5.92752
N 1.22723 2.18464 -1.79705
H 0.17395 -0.02187 5.34629
C 0.37355 0.78122 -3.16457
C -1.71075 1.60477 1.53052
C 2.73807 -2.42670 -1.78455
H 2.69198 2.06774 2.51058
H 1.27770 -1.88522 4.14982
H -0.17814 0.36091 -5.53541
O -0.73274 -0.67711 -4.66880
C 0.06476 -0.14303 4.27418
C 1.36783 2.76812 -0.49809
O -0.86695 -1.05154 -2.46751
C -0.46751 -0.43137 -3.48206
C 1.41724 3.73661 2.07694
H -2.93166 3.33487 1.66878
C 0.64086 3.90884 -0.19084
H -3.71690 -5.73666 1.23726
H 0.10225 5.27524 1.36039
S 2.81054 -1.34508 -0.45913
C -1.34455 1.85510 4.24905
C 0.67864 4.39684 1.10450
H -3.01583 -1.51407 0.90176
Cl 1.99946 4.30544 -3.19664
H 1.07475 -2.09018 1.73485
C 0.66984 -1.16684 3.60981
C -2.00904 -5.08920 0.11614
C 0.67909 2.11025 -5.41340
O 0.14567 1.12797 -6.12059
C -3.53644 -3.59419 1.17208
C 2.13419 2.59719 1.75175
H -1.19089 1.93252 5.31837
H 4.63326 -2.01230 -2.39474
C -0.87308 0.62832 2.14880
H 0.17895 -5.07355 -1.57058
```

The total charge is -1. The gap between HOMO and LUMO is 7.4 eV. The calculation puts the energy relative to the best compared isomer or geometry (same formula, charge and spin) at 26.36 kJ/mol. As for the HOMO energy: -5.06 eV.

Results of the Löwdin charge analysis, in e, for atoms 1 through 8: C -0.042; C -0.246; C -0.173; C -0.157; H 0.099; C -0.162; C -0.186; H 0.046